[1]
Density functional theory data (wB97M-V/def2-TZVPD) for an isolated molecule of C5H6O2.

Computed properties:
HOMO   -10.07 eV
Kohn-Sham gap   0.3880 hartree
SMILES   O=CC1(C=O)CC1
LUMO energy   0.487 eV

Last column: Mulliken charge in e.
CARTESIAN COORDINATES (ANGSTROEM)
C  0.44  1.23  -0.98  -0.2672
H  -1.60  -0.58  1.11  0.2793
H  0.58  1.13  -2.08  0.2962
C  -0.85  0.20  0.97  -0.6183
O  -0.51  -2.30  -0.48  -0.4969
C  0.56  -0.15  1.17  -0.6192
H  0.81  -1.17  1.45  0.2789
C  -0.17  -1.27  -1.01  -0.2727
H  -0.01  -1.22  -2.11  0.2997
H  -1.16  1.22  1.14  0.2797
O  0.63  2.29  -0.43  -0.4976
C  0.04  0.00  -0.26  1.0574
H  1.24  0.63  1.48  0.2806

=====

[2]
Density functional theory data (wB97M-V/def2-TZVPD) for a cluster of 7 separate species, C14H28O28S7 in total.

Computed properties:
HOMO   -11.21 eV
Kohn-Sham gap   0.4117 hartree
SMILES   O=S1(=O)OCCO1.O=S1(=O)OCCO1.O=S1(=O)OCCO1.O=S1(=O)OCCO1.O=S1(=O)OCCO1.O=S1(=O)OCCO1.O=S1(=O)OCCO1
LUMO energy   -0.012 eV

Last column: Mulliken charge in e.
CARTESIAN COORDINATES (ANGSTROEM)
H  2.16  5.13  -1.79  0.2833
O  5.61  3.27  2.44  -0.5930
O  0.78  -1.77  -2.01  -0.5829
H  3.45  -1.17  3.35  0.1312
S  -3.32  2.68  -3.06  1.0759
O  -3.93  -2.25  -2.40  -0.1561
S  -5.24  -2.96  -1.78  1.1004
C  0.95  0.93  0.56  0.1865
O  1.13  -3.40  3.37  -0.3246
S  4.67  2.24  2.05  1.1743
O  0.91  -0.48  0.27  -0.2207
H  3.20  -1.97  4.94  0.3200
S  2.49  -4.29  2.87  1.1187
O  0.13  3.83  1.99  -0.4941
C  5.39  1.77  -0.35  -0.3445
H  -3.08  1.30  -0.06  0.3483
S  -1.95  -1.74  1.48  1.0001
C  -3.39  -4.50  -2.52  -0.6119
C  3.00  -2.00  3.87  -0.1345
H  1.89  1.26  1.01  -0.4756
H  3.39  2.27  -1.04  0.0247
C  -2.78  0.42  -2.21  -0.0151
O  -4.21  2.43  -4.21  -0.5645
C  0.05  5.51  -1.18  -0.2023
H  -3.78  -4.87  -3.47  0.3554
O  3.56  -3.15  3.42  -0.3277
H  -1.89  -2.86  -2.31  0.0135
H  1.98  6.61  -1.03  0.3558
H  5.14  0.92  -0.99  0.2372
H  -0.49  1.85  -0.75  -0.0866
S  1.46  -0.68  -1.25  1.2498
O  -0.92  -2.74  0.63  -0.1217
H  -1.91  -0.19  -1.97  -0.1348
O  -5.64  -2.36  -0.49  -0.5362
H  -2.74  -3.08  -3.81  0.2756
O  -2.28  1.40  -2.96  -0.3748
H  6.37  2.18  -0.57  0.2705
H  -2.52  -5.11  2.08  0.3765
C  1.61  5.58  -0.97  -0.4190
H  0.17  1.06  1.32  0.5759
O  -2.51  3.92  -3.07  -0.4893
H  -1.88  -4.32  -0.09  -0.3154
H  -2.67  -5.23  -2.14  0.3646
H  -4.44  0.55  -0.70  0.3608
H  1.45  -1.75  2.36  -0.0037
C  1.53  -2.01  3.42  -0.1688
C  -1.20  -4.07  0.72  0.1815
H  0.92  -1.40  4.08  0.4924
O  0.81  0.75  -1.77  -0.4267
O  5.34  1.23  0.95  -0.3718
O  -2.66  -3.08  2.19  -0.3978
O  0.61  6.21  2.13  -0.5454
H  -0.10  4.63  -1.80  0.1662
H  -1.22  -4.30  2.98  0.2156
O  -4.09  2.25  -1.62  -0.4453
H  -0.29  -4.65  0.57  0.3795
H  1.27  2.47  -0.89  -0.2909
O  2.66  -4.45  1.40  -0.5381
O  3.63  2.89  0.88  -0.1035
O  -2.89  -0.99  0.67  -0.3681
S  0.47  5.08  1.28  1.0649
O  2.93  -0.72  -1.24  -0.5584
C  -3.55  1.09  -1.02  -0.0432
O  2.63  -5.52  3.65  -0.5700
O  4.01  1.52  3.11  -0.4849
O  1.78  4.94  0.29  -0.2090
C  0.58  1.63  -0.74  0.3793
H  -0.36  6.41  -1.65  0.3502
H  4.43  3.71  -0.66  0.3541
C  4.13  2.71  -0.37  -0.0833
H  -3.43  -0.10  -2.92  0.3343
O  -0.60  5.34  0.03  -0.3044
O  -6.33  -3.02  -2.76  -0.5729
O  -4.49  -4.44  -1.61  -0.3460
C  -1.88  -4.23  2.12  -0.3397
C  -2.87  -3.11  -2.73  0.1375
O  -1.16  -1.00  2.47  -0.5575

=====

[3]
Density functional theory data (wB97M-V/def2-TZVPD) for a cluster of 2 separate species, C6H17N2 in total.

Computed properties:
HOMO   -13.24 eV
Kohn-Sham gap   0.3740 hartree
Charge   +1
LUMO energy   -3.064 eV

Last column: Mulliken charge in e.
CARTESIAN COORDINATES (ANGSTROEM)
H  -0.32  0.74  0.12  -0.3994
H  -3.41  -1.65  1.12  0.3948
C  -1.33  -1.00  1.13  -0.2259
H  -1.04  2.06  -0.60  0.3953
H  0.28  -2.34  1.31  0.2809
C  1.17  -0.42  1.42  -1.3786
H  0.46  2.22  0.01  0.4515
N  1.84  1.65  -3.61  -0.4731
H  2.80  1.94  -3.78  0.2765
C  0.48  1.10  -1.73  -0.1614
H  -1.25  -0.99  0.03  0.0850
H  0.99  0.54  1.92  0.2921
H  2.14  -0.79  1.75  0.4138
H  0.09  0.15  -2.05  0.3148
H  -0.05  -1.52  2.84  0.3993
N  -0.15  1.56  -0.48  -0.0221
C  1.35  1.89  -2.36  -0.1027
H  1.27  -0.32  0.34  0.3370
H  -2.23  -2.95  1.10  0.3646
H  1.75  0.71  -3.94  0.2451
C  -2.45  -1.97  1.52  -1.4795
C  0.02  -1.38  1.76  -0.0138
H  1.68  2.79  -1.85  0.2661
H  -2.50  -2.04  2.60  0.3532
H  -1.58  0.03  1.44  0.3867

=====

[4]
Density functional theory data (wB97M-V/def2-TZVPD) for an isolated molecule of C4H5F2N3.

Computed properties:
HOMO (alpha / beta)   -7.88 / -7.88 eV
Kohn-Sham gap (alpha / beta)   0.2957 / 0.2957 hartree
SMILES   C/N=N/C=C\N=C(F)F
LUMO energy (alpha / beta)   0.171 / 0.171 eV

Last column: Mulliken charge in e.
CARTESIAN COORDINATES (ANGSTROEM)
C  -1.68  -1.51  0.36  0.2708
F  -3.48  1.52  0.30  -0.2131
H  1.90  0.98  -0.47  0.3277
H  0.60  1.97  0.68  0.2512
C  0.83  1.44  -0.28  -0.7631
H  0.72  2.16  -0.98  0.2848
N  -2.01  -0.23  0.41  -0.1936
C  -0.46  -1.81  -0.25  -0.5680
N  -0.04  0.37  -0.45  0.0797
C  -3.13  0.19  0.18  0.5241
F  -4.01  -0.53  -0.47  -0.2005
H  -2.37  -2.31  0.90  0.2858
N  0.33  -0.81  -0.47  -0.4455
H  -0.03  -2.81  -0.40  0.3598

=====

[5]
Density functional theory data (wB97M-V/def2-TZVPD) for a cluster of 3 separate species, C2H9NO4 in total.

Computed properties:
HOMO   -9.46 eV
Kohn-Sham gap   0.3711 hartree
SMILES   NCC(=O)O.O.O
LUMO energy   0.640 eV

Last column: Mulliken charge in e.
CARTESIAN COORDINATES (ANGSTROEM)
C  0.59  1.68  -0.80  -0.4398
H  -0.54  0.75  2.07  0.3085
O  0.57  -0.38  0.58  -0.5224
H  0.42  -1.68  -1.74  0.3082
H  1.69  1.59  -1.03  0.2764
H  0.10  0.82  -2.82  0.2095
N  -0.25  1.27  -2.00  -0.4847
O  -0.40  -1.05  3.68  -0.6490
H  -1.06  -1.75  3.70  0.3229
H  0.41  2.70  -0.59  0.2695
C  0.19  0.73  0.34  0.6536
H  -1.23  1.15  -1.76  0.2027
O  -0.66  1.32  1.27  -0.4584
H  0.02  -1.36  2.90  0.3298
H  0.34  -3.31  -2.05  0.3156
O  -0.18  -2.49  -1.77  -0.6424

=====

[6]
Density functional theory data (wB97M-V/def2-TZVPD) for a cluster of 4 separate species, C10H22INO4S in total.

Computed properties:
HOMO   -7.31 eV
Kohn-Sham gap   0.2586 hartree
SMILES   C=CC[C@]1(S)C[C@@H](I)NC1=O.CO.CO.CO
LUMO energy   -0.273 eV

Last column: Mulliken charge in e.
CARTESIAN COORDINATES (ANGSTROEM)
H  0.33  0.07  2.11  0.5567
H  2.71  -1.80  7.08  0.2656
C  -5.29  2.02  -4.17  -0.5463
C  0.96  -2.98  -0.28  -0.2385
C  2.73  -1.11  6.23  -0.5051
N  1.73  1.40  -0.44  -0.4341
H  -6.33  2.27  -3.98  0.2948
O  1.48  -1.11  5.55  -0.4738
H  0.97  -3.70  -1.12  0.3607
H  1.40  -1.17  -1.36  0.1443
H  3.50  -1.43  5.53  0.1964
H  -5.18  1.70  -5.21  0.2660
H  0.29  1.13  -3.46  0.2463
H  2.97  -0.10  6.58  0.2685
I  -0.58  2.72  1.19  -0.0285
H  -4.99  1.21  -3.51  0.2076
O  -0.44  1.15  -2.83  -0.4644
C  -1.57  1.72  -3.50  -0.6639
C  1.79  -1.73  -0.48  -0.7796
H  -1.34  2.73  -3.83  0.3333
O  -4.45  3.14  -3.91  -0.4804
H  -0.25  0.85  -0.76  0.3586
H  -2.40  1.75  -2.80  0.2067
H  -0.38  -0.73  0.66  0.2290
S  2.79  -1.47  2.10  -0.1621
H  2.02  -1.26  3.20  0.1102
C  2.61  0.55  0.34  -0.0006
H  -1.84  1.10  -4.36  0.2759
C  1.81  -0.76  0.70  1.1663
H  1.71  1.10  -1.41  0.3231
H  2.81  -2.03  -0.76  0.4525
C  0.44  -0.13  1.05  -1.1678
C  0.18  -3.30  0.84  -0.8349
H  0.48  -3.98  1.64  0.2339
H  0.81  -0.82  6.19  0.2830
C  0.41  1.12  0.08  -0.1346
H  -4.73  3.85  -4.50  0.2831
O  3.67  0.87  0.66  -0.4458
H  -0.81  -2.85  0.93  0.2978

=====

Energy above the lowest of the compared OMol25 structures with the same formula, charge and spin, record by record: 1.243, 4.221, 1.097, 4.588, 1.116, 5.180 eV
Strongest force on any atom, record by record: 0.5, 5.7, 1.2, 5.7, 3.1, 3.4 eV/Å
E, record by record: -344.5562, -5443.9768, -348.0505, -519.2681, -437.3064, -1445.5960 Ha